Formula: C10H13NO3S
Source: the OMol25 dataset
Level of theory: ωB97M-V/def2-TZVPD

The calculation puts the orbital gap (alpha / beta) at 7.0 / 8.3 eV. For the energy above the lowest of the compared OMol25 structures with the same formula, charge and spin, the calculation gives 69.1 kcal/mol. Its charge is 0. Its HOMO energy (alpha / beta) is -9.23 / -9.80 eV.

```
28
Properties=species:S:1:pos:R:3:forces:R:3
C 2.682476 -2.008426 0.089252 0.400 -0.426 0.363
C -0.504528 -0.638370 -1.545516 -0.085 -0.048 -0.130
C -1.618696 -0.952601 0.559651 0.000 0.041 -0.030
C 1.772800 -1.655086 -0.884086 -0.206 1.294 -0.387
C -1.503824 0.046963 -0.597640 -0.105 0.191 -0.091
C 0.329181 -1.519057 -0.584522 -0.255 -0.057 0.160
C -0.106750 -1.008215 0.805124 0.234 -0.215 0.220
C -0.788097 1.224323 0.078691 -0.246 0.249 -0.037
C 0.160958 0.495599 1.065032 -1.112 -0.429 -0.319
C -1.736520 2.188571 0.782936 0.152 -0.193 -0.135
N 3.426334 -2.338563 0.908526 0.229 -0.058 0.291
O 3.743690 1.437577 0.179392 -0.144 -0.218 0.285
O 1.793138 2.035343 -1.228677 0.168 -0.334 0.333
O 1.501460 0.926181 1.064341 1.818 0.555 -0.484
S 2.424380 1.130867 -0.286220 -0.790 -0.418 -0.104
H -1.013388 -1.241802 -2.296688 0.041 -0.022 -0.035
H 0.115732 0.095471 -2.058379 0.008 0.020 -0.079
H -2.184613 -0.567038 1.403192 -0.059 0.023 0.094
H -2.035765 -1.912600 0.259182 -0.005 -0.074 0.053
H 2.093604 -1.695883 -1.913989 0.087 -0.004 -0.104
H -2.438064 0.329973 -1.078380 -0.026 0.018 -0.031
H -0.067942 -2.548581 -0.655665 0.059 0.111 0.062
H 0.243517 -1.640823 1.619447 -0.032 -0.017 0.027
H -0.211954 1.799645 -0.645368 -0.137 -0.159 0.088
H -0.160409 0.706504 2.095583 0.159 -0.041 -0.209
H -2.346778 2.710728 0.051993 -0.115 0.101 -0.070
H -1.169762 2.927068 1.340780 0.056 0.162 0.134
H -2.400184 1.672229 1.472012 -0.096 -0.050 0.134
```
Forces are in eV/Å.

Mulliken atomic charge list, values in e, 5 entries:
1 C 0.394
2 C -1.175
3 C -1.175
4 C -1.209
5 C -0.022

---

Formula: C6H8BNO4
Source: the OMol25 dataset
Level of theory: ωB97M-V/def2-TZVPD

The calculation puts the orbital gap (alpha / beta) at 8.1 / 8.1 eV. For the energy above the lowest of the compared OMol25 structures with the same formula, charge and spin, the calculation gives 164.2 kcal/mol. Its charge is 0. Its HOMO energy (alpha / beta) is -9.29 / -9.28 eV.

```
20
Properties=species:S:1:pos:R:3:forces:R:3
B 1.810152 1.416706 0.332843 0.085 -1.347 -0.583
C -3.379040 0.990627 -0.117273 2.080 -5.424 -2.141
C 0.987972 -2.500735 1.042147 1.332 -2.173 -1.894
C -2.101629 0.485798 -0.120863 -0.698 1.478 -0.121
C -0.884126 1.298228 0.214763 -1.480 -0.148 0.018
C 0.310383 0.857105 0.427135 1.880 -2.908 -0.971
C 0.530238 -1.643064 0.148793 -0.137 2.997 1.798
N 0.389999 -1.792220 -1.258632 -1.665 -2.230 2.227
O 1.118289 -1.179183 -1.958388 1.850 1.630 -2.140
O -0.527441 -2.518520 -1.618976 0.108 0.162 -0.479
O 1.865524 2.466832 1.158368 2.683 2.039 0.191
O 2.832122 0.917700 -0.490304 -2.783 -0.224 0.920
H -4.036416 0.198722 -0.601357 0.205 1.392 0.971
H -3.804841 1.885871 0.148501 -0.353 2.078 0.716
H 1.476388 -3.516438 0.677445 -1.337 1.913 0.623
H 1.096031 -2.359199 2.102919 -0.186 0.536 0.062
H -1.862668 -0.544402 -0.518419 -0.548 1.298 0.684
H -0.908171 2.408546 0.263679 -0.349 -0.593 -0.003
H 2.748436 2.959093 1.095885 -1.746 -0.927 0.180
H 2.338799 0.168532 -0.928267 1.058 0.450 -0.059
```
Forces are in eV/Å.

Mulliken atomic charge list, values in e, 5 entries:
1 B 0.538
2 C -1.017
3 C -0.968
4 C 0.143
5 C 0.013

---

Formula: C9H11O3S
Source: the OMol25 dataset
Level of theory: ωB97M-V/def2-TZVPD

The calculation puts the orbital gap (alpha / beta) at 1.7 / 5.4 eV. Its spin multiplicity is 3. Its charge is -1. Its HOMO energy (alpha / beta) is 0.96 / -3.54 eV.

```
24
Properties=species:S:1:pos:R:3:forces:R:3
C 2.070332 -0.379204 -0.199097 0.986 0.641 1.411
C 0.957375 -0.590001 -0.975262 0.023 0.027 0.133
C 2.028309 0.625024 0.864575 -1.922 -0.860 -1.857
C -0.122038 0.232583 -0.855986 -1.622 1.414 0.748
C 5.776300 -1.360220 0.763883 -0.151 -0.530 -0.490
C 0.927806 1.416038 1.093454 -1.239 -1.776 -3.133
C -0.214384 1.283271 0.139704 2.532 -0.417 1.607
C -1.469336 2.018492 0.302748 -0.646 0.637 1.780
C -3.609066 -1.711562 -0.947355 0.367 -1.281 0.606
O 5.783451 -1.369943 1.910959 0.038 0.309 1.429
O 5.785492 -1.440954 -0.383494 0.078 0.233 -0.950
O -4.149969 0.652329 0.358617 -0.746 -1.820 -0.096
S -4.314541 -0.862414 0.515924 0.617 1.224 -0.577
H 2.894221 -1.081348 -0.267455 0.127 0.119 0.084
H 0.956143 -1.449429 -1.607030 -0.139 -0.336 -0.763
H 2.793826 0.704970 1.537191 2.200 0.076 1.570
H -1.001490 0.204140 -1.499481 0.184 -0.478 -0.161
H 0.994777 2.067637 1.923579 -0.502 0.866 0.674
H -1.442600 2.873691 1.017298 0.295 -0.645 -0.136
H -2.414583 1.485281 0.495926 0.787 -0.375 0.521
H -1.736623 2.470140 -0.586608 -0.506 1.314 -2.432
H -4.141499 -1.394662 -1.859745 0.240 -0.113 0.358
H -3.882565 -2.829845 -0.696832 0.693 1.971 -0.652
H -2.469338 -1.564015 -1.045506 -1.694 -0.200 0.327
```
Forces are in eV/Å.

Mulliken atomic charge list, values in e, 5 entries:
1 C -0.317
2 C -0.575
3 C -0.288
4 C -0.465
5 C 0.677

---

Formula: C33H29BrF11N6O3Se3TeTl
Source: the OMol25 dataset
Level of theory: ωB97M-V/def2-TZVPD

The calculation puts the orbital gap at 1.5 eV. For the energy above the lowest of the compared OMol25 structures with the same formula, charge and spin, the calculation gives 92.6 kcal/mol. Its charge is -2. Its HOMO energy is -0.77 eV.

```
88
Properties=species:S:1:pos:R:3:forces:R:3
Tl 1.043245 -0.706774 0.143864 -0.001 -0.414 0.176
C -1.644724 0.932094 -1.731833 -0.808 0.386 -0.003
N -1.437669 0.288805 -0.437563 -0.185 0.004 0.110
C -1.882987 1.169188 0.647729 0.051 0.123 0.142
C -1.259585 2.574698 0.642345 0.002 -0.020 0.012
N 0.016502 2.696622 1.322359 0.062 -0.121 -0.086
C 0.014455 2.825942 2.665042 -0.086 0.108 0.251
C -1.120937 2.778204 3.522601 0.140 0.079 -0.104
F -2.377351 2.544427 3.053487 0.003 -0.089 0.129
C -1.061925 2.967506 4.890142 0.070 0.052 0.053
F -2.206582 2.949876 5.603354 -0.042 -0.068 0.050
C 0.127496 3.205240 5.537716 -0.031 0.018 0.017
F 0.173383 3.422482 6.873201 -0.001 -0.011 0.020
C 1.268984 3.273501 4.759227 -0.178 0.015 -0.018
F 2.445829 3.556990 5.344000 0.079 -0.015 0.025
C 1.204306 3.104845 3.399520 -0.221 0.001 -0.225
F 2.354603 3.250980 2.731736 0.199 -0.009 -0.078
C -2.187674 -0.963934 -0.434129 -0.026 -0.133 0.012
C -2.006985 -1.865932 0.774885 0.097 0.086 0.134
N -0.630276 -2.247849 0.959128 0.441 0.593 -0.541
C -0.308845 -3.363003 1.591456 0.044 -0.355 0.248
C -1.189622 -4.279313 2.244787 0.093 0.175 -0.077
F -2.532509 -4.048662 2.298372 -0.012 -0.014 0.067
C -0.773441 -5.419176 2.900371 0.123 -0.044 0.002
F -1.694542 -6.210933 3.492487 -0.039 -0.041 0.016
C 0.557834 -5.764613 2.978557 -0.062 0.053 0.027
F 0.958266 -6.889074 3.625033 0.028 -0.010 -0.007
C 1.468040 -4.908134 2.377416 -0.142 -0.088 0.005
F 2.778317 -5.202865 2.443193 0.075 -0.023 -0.015
C 1.054037 -3.782812 1.712213 -0.144 0.071 0.028
F 2.025516 -3.031438 1.167761 0.025 0.043 -0.064
H -2.651929 1.379727 -1.788848 -0.135 0.062 0.179
H -0.900110 1.704125 -1.915387 -0.221 0.042 0.076
H -1.545721 0.190412 -2.521283 -0.733 0.362 0.303
H -2.981836 1.289892 0.587117 0.001 -0.078 -0.022
H -1.649888 0.686786 1.598498 -0.034 -0.011 -0.024
H -1.102668 2.922264 -0.378635 -0.028 0.010 0.022
H -1.982174 3.266539 1.079260 -0.005 -0.008 -0.123
H -3.268495 -0.748090 -0.535101 0.006 -0.002 -0.046
H -1.868530 -1.537180 -1.307702 -0.021 0.031 -0.050
H -2.399629 -1.378879 1.679926 -0.113 -0.036 -0.045
H -2.635129 -2.734963 0.563298 -0.043 0.071 0.037
C 2.300005 -3.164473 -7.529666 -0.123 0.097 0.024
C 0.904636 -2.592277 -7.281721 0.288 -0.091 -0.027
N 0.805819 -1.888710 -6.020746 -0.056 -0.046 0.133
C 0.501533 -2.615991 -4.883047 -0.034 0.227 0.022
C 0.373592 -2.092218 -3.651939 -0.060 -0.535 0.285
C 0.189483 -3.053562 -2.457014 0.243 -0.052 0.206
O -0.485692 -4.068728 -2.700929 0.008 -0.035 -0.068
O 0.797977 -2.733778 -1.408258 -0.360 -0.173 -0.706
C 0.450547 -0.667397 -3.477958 0.377 -0.122 0.076
O 0.296514 -0.072581 -2.431172 1.642 -0.700 -0.170
C 0.723841 0.102993 -4.695724 0.329 0.413 -0.308
C 0.792080 1.491986 -4.571236 -0.164 -0.050 -0.263
C 1.250401 2.217830 -5.637964 -0.136 0.085 0.093
F 1.257685 3.580539 -5.602830 0.030 -0.101 0.012
C 1.732881 1.601331 -6.784570 -0.049 -0.321 -0.173
C 1.574431 0.232133 -6.953432 -0.008 0.229 0.116
C 1.025779 -0.530983 -5.912146 -0.128 -0.007 -0.103
N 2.465021 2.339148 -7.778664 -0.187 0.194 0.154
C 1.708259 2.842060 -8.900307 0.210 -0.042 0.028
C 2.694694 3.162692 -10.017846 -0.535 -0.259 -0.014
N 3.670792 4.171176 -9.490797 0.118 -0.023 -0.081
C 4.416733 3.635655 -8.299625 0.072 -0.168 0.559
C 3.370621 3.337631 -7.239561 0.157 -0.157 -0.227
H 2.339046 -3.670549 -8.496194 0.041 -0.017 -0.007
H 2.549172 -3.879602 -6.746403 0.030 -0.016 -0.009
H 3.049891 -2.373010 -7.507182 0.032 -0.010 -0.026
H 0.178932 -3.406811 -7.261813 -0.037 0.050 -0.009
H 0.613267 -1.918026 -8.089896 -0.045 -0.005 0.022
H 0.368708 -3.682499 -5.018760 -0.011 -0.008 -0.025
H 0.457213 1.984324 -3.660737 0.306 0.010 0.103
H 1.935701 -0.217606 -7.868654 0.105 -0.047 0.047
H 1.120343 3.747642 -8.659871 -0.025 -0.036 0.037
H 1.017497 2.068075 -9.231583 -0.012 0.063 -0.087
H 2.199243 3.569830 -10.898681 0.092 0.130 0.025
H 3.248578 2.264412 -10.282939 0.121 0.086 -0.012
H 3.134030 4.979385 -9.162467 0.081 0.075 -0.110
H 4.311379 4.478635 -10.220982 -0.046 0.033 0.035
H 5.136792 4.380456 -7.963695 -0.058 0.092 -0.120
H 4.931781 2.725256 -8.599489 -0.011 0.044 -0.137
H 2.874612 4.280438 -6.961297 -0.034 -0.052 0.064
H 3.836694 2.934290 -6.341395 0.080 0.091 0.014
Se 3.725318 -0.864273 -0.861983 -0.641 -0.429 0.522
Se 3.600981 1.173364 -1.874953 -0.124 0.520 -0.502
Te 1.804560 2.214019 -0.079140 0.413 -0.241 0.626
Se 1.070273 3.917241 -1.658478 -0.226 0.408 -0.515
Br 1.120513 -0.346264 3.009387 0.106 0.100 -0.117
```
Forces are in eV/Å.

Mulliken atomic charge list, values in e, 5 entries:
1 Tl 1.283
2 C -1.446
3 N 1.890
4 C -0.445
5 C -1.842

---

Result set for max |F|: 0.0381, 0.1204, 0.0741, 0.0349 Eh/bohr, one per record in the order listed.